DFT (ωB97M-V/def2-TZVPD) results for a cluster of 13 separate species, C54H144N10O17 in total at a distorted geometry.

Last columns: bonded neighbours and bond lengths (Å).
Atoms and positions in Å:
1 C -4.282 7.916 0.963  C2 1.513, H7 1.090, H8 1.090, H9 1.090
2 C -2.877 8.445 0.776  C1 1.513, C3 1.559, N6 1.466, H10 1.090
3 C -1.704 7.502 1.186  C2 1.559, O4 1.444, H11 1.090, H12 1.090
4 O -1.773 7.279 2.610  C3 1.444, C5 1.428
5 C -0.481 7.097 3.192  O4 1.428, H13 1.090, H14 1.090, H15 1.090
6 N -2.741 8.679 -0.664  C2 1.466, H16 1.010, H17 1.010
7 H -5.093 8.490 0.516  C1 1.090
8 H -4.441 7.791 2.034  C1 1.090
9 H -4.352 6.947 0.468  C1 1.090
10 H -2.721 9.440 1.191  C2 1.090
11 H -0.748 7.951 0.916  C3 1.090
12 H -1.729 6.553 0.650  C3 1.090
13 H -0.552 6.851 4.252  C5 1.090
14 H 0.128 7.987 3.034  C5 1.090
15 H 0.069 6.293 2.704  C5 1.090
16 H -3.403 9.414 -0.871  N6 1.010
17 H -3.192 7.899 -1.120  N6 1.010
18 C 7.491 -1.119 -1.062  C19 1.548, H24 1.090, H25 1.090, H26 1.090
19 C 7.638 -0.054 0.053  C18 1.548, C20 1.562, N23 1.478, H27 1.090
20 C 7.361 1.376 -0.510  C19 1.562, O21 1.403, H28 1.090, H29 1.090
21 O 6.237 1.405 -1.349  C20 1.403, C22 1.448
22 C 5.671 2.710 -1.618  O21 1.448, H30 1.090, H31 1.090, H32 1.090
23 N 6.675 -0.417 1.113  C19 1.478, H33 1.010, H34 1.010
24 H 8.314 -1.067 -1.775  C18 1.090
25 H 6.508 -1.168 -1.531  C18 1.090
26 H 7.638 -2.085 -0.578  C18 1.090
27 H 8.701 -0.073 0.295  C19 1.090
28 H 8.215 1.737 -1.085  C20 1.090
29 H 7.268 2.071 0.324  C20 1.090
30 H 6.368 3.484 -1.940  C22 1.090
31 H 5.177 3.104 -0.730  C22 1.090
32 H 4.924 2.653 -2.410  C22 1.090
33 H 6.912 -1.373 1.338  N23 1.010
34 H 5.775 -0.510 0.663  N23 1.010
35 C 2.562 -0.173 -2.341  C36 1.569, H41 1.090, H42 1.090, H43 1.090
36 C 3.329 -1.364 -1.666  C35 1.569, C37 1.569, N40 1.458, H44 1.090
37 C 4.177 -2.187 -2.699  C36 1.569, O38 1.398, H45 1.090, H46 1.090
38 O 3.362 -2.782 -3.667  C37 1.398, C39 1.407
39 C 3.970 -3.527 -4.695  O38 1.407, H47 1.090, H48 1.090, H49 1.090
40 N 4.002 -0.876 -0.468  C36 1.458, H50 1.010, H51 1.010
41 H 2.041 0.494 -1.655  C35 1.090
42 H 1.838 -0.568 -3.053  C35 1.090
43 H 3.273 0.283 -3.031  C35 1.090
44 H 2.528 -2.048 -1.385  C36 1.090
45 H 4.844 -2.929 -2.259  C37 1.090
46 H 4.914 -1.509 -3.128  C37 1.090
47 H 4.178 -4.502 -4.255  C39 1.090
48 H 4.927 -3.042 -4.888  C39 1.090
49 H 3.376 -3.611 -5.604  C39 1.090
50 H 3.396 -0.287 0.084  N40 1.010
51 H 4.567 -0.173 -0.923  N40 1.010
52 C 1.839 0.317 6.008  C53 1.577, H58 1.090, H59 1.090, H60 1.090
53 C 1.331 -1.117 5.594  C52 1.577, C54 1.568, N57 1.452, H61 1.090
54 C 2.400 -2.050 4.927  C53 1.568, O55 1.411, H62 1.090, H63 1.090
55 O 2.724 -1.567 3.641  C54 1.411, C56 1.422
56 C 3.885 -2.187 3.101  O55 1.422, H64 1.090, H65 1.090, H66 1.090
57 N 0.606 -1.763 6.674  C53 1.452, H67 1.010, H68 1.010
58 H 2.487 0.248 6.881  C52 1.090
59 H 0.982 0.939 6.269  C52 1.090
60 H 2.435 0.664 5.163  C52 1.090
61 H 0.597 -1.032 4.793  C53 1.090
62 H 2.017 -3.068 4.863  C54 1.090
63 H 3.207 -2.085 5.658  C54 1.090
64 H 3.911 -2.118 2.013  C56 1.090
65 H 4.107 -3.211 3.402  C56 1.090
66 H 4.727 -1.613 3.487  C56 1.090
67 H -0.113 -1.193 7.097  N57 1.010
68 H 0.112 -2.534 6.249  N57 1.010
69 C -0.708 -2.637 -2.897  C70 1.500, H75 1.090, H76 1.090, H77 1.090
70 C -0.423 -3.799 -3.802  C69 1.500, C71 1.542, N74 1.427, H78 1.090
71 C -1.621 -4.168 -4.700  C70 1.542, O72 1.413, H79 1.090, H80 1.090
72 O -2.768 -4.537 -3.961  C71 1.413, C73 1.409
73 C -3.872 -4.897 -4.758  O72 1.409, H81 1.090, H82 1.090, H83 1.090
74 N 0.692 -3.571 -4.664  C70 1.427, H84 1.010, H85 1.010
75 H -1.505 -2.938 -2.217  C69 1.090
76 H -0.907 -1.703 -3.423  C69 1.090
77 H 0.042 -2.332 -2.168  C69 1.090
78 H -0.275 -4.631 -3.114  C70 1.090
79 H -1.290 -4.941 -5.393  C71 1.090
80 H -1.923 -3.362 -5.368  C71 1.090
81 H -4.715 -4.986 -4.072  C73 1.090
82 H -3.673 -5.909 -5.110  C73 1.090
83 H -4.140 -4.261 -5.602  C73 1.090
84 H 1.033 -4.429 -5.073  N74 1.010
85 H 1.484 -3.167 -4.185  N74 1.010
86 C -10.018 -0.440 1.820  C87 1.550, H92 1.090, H93 1.090, H94 1.090
87 C -10.063 -0.420 0.271  C86 1.550, C88 1.580, N91 1.457, H95 1.090
88 C -8.874 -1.234 -0.376  C87 1.580, O89 1.451, H96 1.090, H97 1.090
89 O -7.662 -0.450 -0.231  C88 1.451, C90 1.463
90 C -6.549 -1.179 -0.839  O89 1.463, H98 1.090, H99 1.090, H100 1.090
91 N -11.281 -0.987 -0.293  C87 1.457, H101 1.010, H102 1.010
92 H -10.827 0.093 2.320  C86 1.090
93 H -9.056 -0.031 2.129  C86 1.090
94 H -10.085 -1.463 2.191  C86 1.090
95 H -10.016 0.603 -0.103  C87 1.090
96 H -9.020 -1.567 -1.404  C88 1.090
97 H -8.695 -2.133 0.213  C88 1.090
98 H -5.657 -0.577 -0.665  C90 1.090
99 H -6.623 -1.423 -1.899  C90 1.090
100 H -6.290 -2.094 -0.307  C90 1.090
101 H -12.014 -0.309 -0.136  N91 1.010
102 H -11.284 -1.050 -1.301  N91 1.010
103 C 2.372 -4.878 1.419  O104 1.462, H112 1.090, H113 1.090, H114 1.090
104 O 1.962 -6.079 0.693  C103 1.462, C105 1.413
105 C 1.822 -5.681 -0.655  O104 1.413, C106 1.524, H115 1.090, H116 1.090
106 C 1.261 -6.772 -1.558  C105 1.524, N107 1.454, H117 1.090, H118 1.090
107 N 2.258 -7.832 -1.584  C106 1.454, C108 1.453, H119 1.010
108 C 1.701 -8.966 -2.300  N107 1.453, C109 1.551, H120 1.090, H121 1.090
109 C 2.706 -10.147 -2.328  C108 1.551, O110 1.406, H122 1.090, H123 1.090
110 O 3.172 -10.531 -1.058  C109 1.406, C111 1.427
111 C 2.256 -11.363 -0.348  O110 1.427, H124 1.090, H125 1.090, H126 1.090
112 H 2.448 -5.053 2.492  C103 1.090
113 H 1.689 -4.063 1.180  C103 1.090
114 H 3.369 -4.621 1.059  C103 1.090
115 H 2.797 -5.294 -0.951  C105 1.090
116 H 1.153 -4.823 -0.728  C105 1.090
117 H 1.140 -6.404 -2.577  C106 1.090
118 H 0.315 -7.098 -1.126  C106 1.090
119 H 2.477 -8.135 -0.646  N107 1.010
120 H 1.533 -8.641 -3.327  C108 1.090
121 H 0.799 -9.322 -1.802  C108 1.090
122 H 3.583 -9.887 -2.919  C109 1.090
123 H 2.266 -10.950 -2.920  C109 1.090
124 H 2.611 -11.550 0.666  C111 1.090
125 H 2.348 -12.353 -0.795  C111 1.090
126 H 1.237 -10.978 -0.317  C111 1.090
127 C -2.772 3.921 2.789  O128 1.459, H136 1.090, H137 1.090, H138 1.090
128 O -2.313 3.751 4.163  C127 1.459, C129 1.413
129 C -1.239 2.836 4.229  O128 1.413, C130 1.542, H139 1.090, H140 1.090
130 C -1.667 1.360 4.098  C129 1.542, N131 1.480, H141 1.090, H142 1.090
131 N -2.627 1.056 5.183  C130 1.480, C132 1.485, H143 1.010
132 C -3.274 -0.279 5.102  N131 1.485, C133 1.588, H144 1.090, H145 1.090
133 C -4.115 -0.497 3.773  C132 1.588, O134 1.440, H146 1.090, H147 1.090
134 O -5.197 0.449 3.701  C133 1.440, C135 1.438
135 C -5.716 0.531 2.362  O134 1.438, H148 1.090, H149 1.090, H150 1.090
136 H -3.834 4.162 2.815  C127 1.090
137 H -2.547 3.024 2.211  C127 1.090
138 H -2.151 4.696 2.340  C127 1.090
139 H -0.581 3.041 5.074  C129 1.090
140 H -0.532 3.011 3.418  C129 1.090
141 H -0.868 0.634 4.245  C130 1.090
142 H -2.088 1.112 3.124  C130 1.090
143 H -3.386 1.721 5.231  N131 1.010
144 H -3.925 -0.370 5.971  C132 1.090
145 H -2.538 -1.079 5.178  C132 1.090
146 H -4.563 -1.487 3.864  C133 1.090
147 H -3.591 -0.596 2.822  C133 1.090
148 H -6.602 1.164 2.313  C135 1.090
149 H -5.969 -0.474 2.024  C135 1.090
150 H -5.006 1.016 1.692  C135 1.090
151 C 0.154 1.855 -2.720  O152 1.395, H160 1.090, H161 1.090, H162 1.090
152 O -1.088 1.978 -3.342  C151 1.395, C153 1.409
153 C -1.102 2.615 -4.598  O152 1.409, C154 1.563, H163 1.090, H164 1.090
154 C -2.550 2.900 -5.113  C153 1.563, N155 1.490, H165 1.090, H166 1.090
155 N -2.369 3.750 -6.323  C154 1.490, C156 1.431, H167 1.010
156 C -3.576 3.888 -7.079  N155 1.431, C157 1.532, H168 1.090, H169 1.090
157 C -3.217 4.423 -8.469  C156 1.532, O158 1.457, H170 1.090, H171 1.090
158 O -2.778 5.811 -8.409  C157 1.457, C159 1.404
159 C -2.325 6.380 -9.610  O158 1.404, H172 1.090, H173 1.090, H174 1.090
160 H 0.923 1.390 -3.336  C151 1.090
161 H 0.059 1.249 -1.819  C151 1.090
162 H 0.546 2.859 -2.556  C151 1.090
163 H -0.590 2.015 -5.350  C153 1.090
164 H -0.488 3.516 -4.598  C153 1.090
165 H -3.182 3.436 -4.405  C154 1.090
166 H -3.070 1.984 -5.394  C154 1.090
167 H -1.917 4.648 -6.225  N155 1.010
168 H -4.363 4.480 -6.613  C156 1.090
169 H -3.927 2.863 -7.201  C156 1.090
170 H -4.110 4.413 -9.093  C157 1.090
171 H -2.448 3.787 -8.909  C157 1.090
172 H -3.217 6.415 -10.237  C159 1.090
173 H -1.562 5.816 -10.146  C159 1.090
174 H -1.850 7.347 -9.445  C159 1.090
175 C 1.437 4.654 0.958  O176 1.413, H184 1.090, H185 1.090, H186 1.090
176 O 1.591 3.296 1.314  C175 1.413, C177 1.415
177 C 2.818 2.642 1.051  O176 1.415, C178 1.513, H187 1.090, H188 1.090
178 C 2.851 1.400 1.915  C177 1.513, N179 1.450, H189 1.090, H190 1.090
179 N 2.231 0.229 1.327  C178 1.450, C180 1.471, H191 1.010
180 C 0.780 0.471 1.329  N179 1.471, C181 1.588, H192 1.090, H193 1.090
181 C -0.025 -0.808 0.841  C180 1.588, O182 1.430, H194 1.090, H195 1.090
182 O -1.393 -0.423 1.003  C181 1.430, C183 1.419
183 C -2.291 -1.173 0.200  O182 1.419, H196 1.090, H197 1.090, H198 1.090
184 H 2.057 5.351 1.522  C175 1.090
185 H 0.415 4.850 1.281  C175 1.090
186 H 1.501 4.855 -0.112  C175 1.090
187 H 3.648 3.250 1.413  C177 1.090
188 H 2.886 2.347 0.004  C177 1.090
189 H 2.615 1.625 2.955  C178 1.090
190 H 3.906 1.125 1.898  C178 1.090
191 H 2.343 -0.441 2.075  N179 1.010
192 H 0.649 1.257 0.585  C180 1.090
193 H 0.379 0.800 2.288  C180 1.090
194 H 0.228 -1.726 1.371  C181 1.090
195 H 0.213 -0.983 -0.208  C181 1.090
196 H -1.914 -1.284 -0.817  C183 1.090
197 H -3.263 -0.682 0.229  C183 1.090
198 H -2.349 -2.096 0.777  C183 1.090
199 C 6.346 0.723 5.670  C200 1.602, H202 1.090, H203 1.090, H204 1.090
200 C 5.675 1.407 4.387  C199 1.602, O201 1.389, H205 1.090, H206 1.090
201 O 6.537 1.570 3.309  C200 1.389, H207 0.960
202 H 6.630 -0.325 5.573  C199 1.090
203 H 5.698 0.931 6.522  C199 1.090
204 H 7.236 1.264 5.991  C199 1.090
205 H 5.242 2.371 4.653  C200 1.090
206 H 4.833 0.829 4.005  C200 1.090
207 H 6.567 0.765 2.787  O201 0.960
208 C 3.362 6.888 3.469  C209 1.514, H211 1.090, H212 1.090, H213 1.090
209 C 4.218 7.881 4.227  C208 1.514, O210 1.425, H214 1.090, H215 1.090
210 O 5.285 8.279 3.370  C209 1.425, H216 0.960
211 H 3.886 6.037 3.033  C208 1.090
212 H 2.840 7.351 2.631  C208 1.090
213 H 2.590 6.520 4.145  C208 1.090
214 H 4.665 7.367 5.078  C209 1.090
215 H 3.706 8.775 4.582  C209 1.090
216 H 4.906 8.871 2.716  O210 0.960
217 C -2.616 -5.397 0.062  C218 1.510, H220 1.090, H221 1.090, H222 1.090
218 C -4.086 -5.282 -0.261  C217 1.510, O219 1.389, H223 1.090, H224 1.090
219 O -4.717 -4.819 0.885  C218 1.389, H225 0.960
220 H -2.084 -5.817 -0.792  C217 1.090
221 H -2.521 -6.016 0.954  C217 1.090
222 H -2.317 -4.378 0.308  C217 1.090
223 H -4.449 -6.271 -0.541  C218 1.090
224 H -4.154 -4.598 -1.107  C218 1.090
225 H -5.655 -4.673 0.737  O219 0.960

The calculation puts the energy above the lowest of the compared OMol25 structures with the same formula, charge and spin at 0.000 eV. The frontier orbital gap (spin up / spin down) comes out at 1.24 / 8.63 eV. The molar mass comes out at 1205.80 Da. Its LUMO energy (spin up / spin down) is 1.9 / 1.9 eV. Its multiplicity is 2. As for the expectation value of S²: 0.750. Its highest occupied orbital energy (spin up / spin down) is 0.69 / -6.69 eV. Its total charge is -1.